Record 1
{"formula": "C5H7NO2", "method": "wB97M-V/def2-TZVPD", "species": ["O", "O", "N", "C", "C", "C", "C", "C", "H", "H", "H", "H", "H", "H", "H"], "coordinates": [[-0.302460, 1.988461, -0.082645], [-1.397991, -0.256309, 0.958997], [1.838989, -0.805526, 0.209467], [-0.592373, -0.400973, -0.237700], [0.155288, 0.893495, -0.204290], [-2.000477, -0.414897, -0.369466], [0.480465, -1.378551, -0.328617], [1.678227, 0.602518, -0.000983], [2.502371, 1.224939, 0.558753], [1.724862, -0.954715, 1.302925], [-2.255002, -1.473351, -0.580967], [0.838331, -1.764595, -1.382108], [0.156330, -2.295711, 0.142673], [2.030160, 0.710443, -0.964264], [-2.593139, 0.524905, -0.707760]], "forces_ev_per_a": [[-0.7, 0.5, -0.7], [-0.7, -1.6, -0.9], [-2.9, -2.2, 3.9], [2.3, 3.1, 0.4], [1.9, 2.0, 1.7], [-1.3, 0.4, 0.0], [2.8, -2.9, -1.8], [0.7, 0.8, 0.6], [-2.5, -0.8, -0.4], [0.5, 0.3, -2.7], [-1.1, 1.0, 0.2], [-1.4, 1.2, 1.5], [0.4, -0.3, 0.6], [0.9, 0.7, -2.7], [1.1, -2.0, 0.4]], "e_above_lowest_kj_mol": 351.57, "fmax_ha_per_bohr": 0.103, "total_charge": 0, "homo_ev": -9.1, "e_lumo_ev": 0.88}

***

Record 2
{"formula": "C5H7NO2", "method": "wB97M-V/def2-TZVPD", "species": ["O", "O", "N", "C", "C", "C", "C", "C", "H", "H", "H", "H", "H", "H", "H"], "coordinates": [[-3.139166, 0.529940, -0.176009], [1.765733, 0.287968, -0.757837], [-0.931611, -0.129963, -0.554336], [-2.323818, -0.327218, -0.448467], [-0.037199, -0.746402, 0.406114], [-0.241810, 0.723389, 0.370885], [1.072401, 1.304910, -0.113007], [1.438528, -0.958065, -0.096447], [1.688991, 1.638649, 0.740022], [1.014587, 2.194715, -0.807318], [-2.659600, -1.420387, -0.705033], [-0.823840, 1.253074, 1.135982], [2.125545, -1.152628, 0.730126], [-0.496867, -1.448033, 1.136200], [1.548133, -1.749949, -0.860869]], "forces_ev_per_a": [[1.0, -0.8, -0.3], [-0.1, -1.5, -0.1], [-0.7, -0.2, -0.7], [-0.7, -0.7, -0.1], [1.0, -1.1, 0.3], [-0.1, 0.7, 1.1], [0.1, 1.8, -0.2], [-1.1, 0.3, -1.0], [-0.5, 0.1, 0.2], [-0.2, -1.0, 0.6], [0.7, 1.7, 0.4], [0.2, -0.3, -0.4], [-0.2, 0.0, 0.2], [0.6, 0.8, -0.4], [-0.1, 0.3, 0.4]], "e_above_lowest_kj_mol": 186.63, "fmax_ha_per_bohr": 0.036, "total_charge": 0, "homo_ev": -9.8, "e_lumo_ev": 0.85}

***

Record 3
{"formula": "C5H7NO2", "method": "wB97M-V/def2-TZVPD", "species": ["O", "O", "N", "C", "C", "C", "C", "C", "H", "H", "H", "H", "H", "H", "H"], "coordinates": [[3.334391, 2.085407, -0.244578], [1.365939, 2.466313, -1.272945], [-0.331840, -1.024306, -1.002696], [0.404460, 0.066859, 2.880019], [-0.560036, 1.002458, 3.222043], [-0.843195, -2.121473, -1.864255], [2.378440, 2.333178, -0.789527], [-0.152842, 0.952017, 1.924718], [-0.683315, -0.150205, -1.372084], [-1.152062, 1.522555, 3.874264], [-0.624599, -1.144921, -0.046218], [-0.257226, 1.367735, 0.901740], [-1.402098, -1.734217, -2.610428], [-0.094760, -2.820976, -2.270279], [-1.381257, -2.800422, -1.329775]], "forces_ev_per_a": [[3.4, -0.3, 1.5], [-3.3, 1.0, -1.9], [0.2, -0.5, -0.8], [0.7, -0.8, -0.3], [1.2, 0.0, -3.5], [3.3, 0.1, 1.4], [-0.1, -0.7, 0.4], [-0.9, 0.5, 1.2], [0.1, 0.0, 0.3], [-1.3, 0.9, 1.7], [0.0, 0.1, 0.0], [0.3, -0.5, 0.9], [-1.8, 1.0, -2.6], [0.5, 0.9, -0.2], [-2.2, -1.6, 1.7]], "e_above_lowest_kj_mol": 449.51, "fmax_ha_per_bohr": 0.076, "total_charge": 0, "homo_ev": -8.9, "e_lumo_ev": 0.50}

***

Record 4
{"formula": "C5H7NO2", "method": "wB97M-V/def2-TZVPD", "species": ["O", "O", "N", "C", "C", "C", "C", "C", "H", "H", "H", "H", "H", "H", "H"], "coordinates": [[1.712792, -1.135005, -0.336445], [-2.152006, -1.344517, -0.492742], [-0.871828, 0.748706, 1.018482], [-0.934444, 0.728568, -0.596057], [-0.264821, -0.462636, 0.877015], [0.452849, 0.848186, -0.954700], [-1.080130, -0.782885, -0.300136], [1.026031, -0.097500, 0.373726], [-1.646459, 1.129400, -1.183795], [0.698148, 0.192662, -1.702506], [-0.115972, -1.091488, 1.695294], [1.770050, 0.481212, 0.973240], [-1.818832, 0.477850, 1.453788], [2.465715, -1.565811, 0.163430], [0.758906, 1.873264, -0.988599]], "forces_ev_per_a": [[1.2, -1.2, 1.0], [2.1, -0.9, 0.2], [-4.7, 2.8, 0.0], [0.9, -2.7, 2.3], [3.2, -4.0, 1.7], [1.5, 0.4, 4.0], [-4.9, 1.3, -0.9], [3.8, 2.1, -4.3], [-2.7, 1.8, -1.3], [0.8, -0.8, -2.5], [-0.6, -1.2, 1.7], [-1.2, -0.5, 0.1], [1.3, 1.3, -1.1], [-1.5, 1.0, -0.6], [0.8, 0.3, -0.2]], "e_above_lowest_kj_mol": 396.49, "fmax_ha_per_bohr": 0.119, "total_charge": 0, "homo_ev": -9.3, "e_lumo_ev": 0.66}

***

Record 5
{"formula": "C5H7NO2", "method": "wB97M-V/def2-TZVPD", "species": ["O", "O", "N", "C", "C", "C", "C", "C", "H", "H", "H", "H", "H", "H", "H"], "coordinates": [[1.019093, -1.647161, 1.235359], [-0.995688, -0.948956, 1.995387], [-1.149844, 0.989445, 0.159723], [0.035314, 0.193317, 0.184865], [0.032278, -0.811542, -1.341163], [-0.308158, -1.445591, -2.265294], [0.045238, -0.915021, 1.178804], [1.377964, 0.966243, 0.146762], [-1.865572, 0.729433, -0.594540], [1.080751, 1.679371, 1.044918], [-0.285926, -2.187390, -3.006611], [-0.958126, 1.945067, -0.268148], [2.159646, 0.294335, 0.438886], [1.580405, 1.528486, -0.775483], [-1.767377, -0.370036, 1.866533]], "forces_ev_per_a": [[-1.9, 0.6, 0.6], [-0.3, -1.4, 1.1], [-1.5, 2.3, -2.4], [0.9, -1.9, -6.1], [0.4, 4.3, 6.3], [-0.2, -2.1, -2.5], [1.5, -0.2, 0.2], [-2.6, 1.4, 2.5], [1.4, -0.6, 1.7], [1.5, -0.7, -1.6], [-0.4, -0.3, -0.7], [0.3, -1.3, 1.3], [0.5, -0.1, 0.0], [-0.3, -0.3, 0.4], [0.9, 0.3, -0.7]], "e_above_lowest_kj_mol": 342.84, "fmax_ha_per_bohr": 0.148, "total_charge": 0, "homo_ev": -10.2, "e_lumo_ev": 0.58}

***

Record 6
{"formula": "C5H7NO2", "method": "wB97M-V/def2-TZVPD", "species": ["O", "O", "N", "C", "C", "C", "C", "C", "H", "H", "H", "H", "H", "H", "H"], "coordinates": [[-0.620162, 1.249489, 3.497163], [0.344862, 0.319285, -0.189395], [-1.290709, -1.260271, -0.579413], [-1.273555, 0.383748, 1.312581], [1.864247, 0.530234, -2.005069], [-0.783868, -0.184206, 0.186227], [1.064618, -0.238651, -1.277616], [-0.312149, 0.961015, 2.321112], [0.906444, 0.951832, 2.060890], [-2.161035, -0.072606, 1.776764], [-1.464776, -1.202430, -1.537220], [1.825066, 1.677979, -1.817072], [-2.001422, -1.781965, 0.010180], [2.731739, 0.068970, -2.443965], [1.170702, -1.402423, -1.315165]], "forces_ev_per_a": [[0.5, -0.5, -3.2], [2.8, 0.3, -3.3], [-0.9, -0.4, 4.6], [0.1, -1.0, 1.9], [-0.4, 2.2, 1.6], [-1.8, -1.0, -0.2], [0.9, -1.8, 0.9], [1.3, -0.2, 2.0], [-3.0, 0.2, 0.2], [0.2, 0.6, -0.4], [-0.3, 0.4, -1.5], [0.2, -2.2, -0.6], [1.1, 0.9, -1.6], [-0.2, 0.1, -0.8], [-0.6, 2.4, 0.3]], "e_above_lowest_kj_mol": 292.92, "fmax_ha_per_bohr": 0.092, "total_charge": 0, "homo_ev": -8.8, "e_lumo_ev": 0.63}